# 1
Here is 11 unconnected molecules or ions with the total composition C46H58O18 at a distorted geometry from OMol25. Energies are from ωB97M-V/def2-TZVPD.

frontier orbital gap = 7.861 eV
LUMO energy = 0.014 Eh
energy relative to the best compared isomer or geometry (same formula, charge and spin) = 0.0 kcal per mole
SMILES = Oc1ccc(O)cc1.Oc1ccc(O)cc1.Oc1ccc(O)cc1.Oc1ccc(O)cc1.Oc1ccc(O)cc1.Oc1ccc(O)cc1.Oc1ccc(O)cc1.CO.CO.CO.CO
electronic energy = -3141.5202 a.u.

XYZ file:
```
122
Properties=species:S:1:pos:R:3:forces:R:3
O -5.310376 0.793126 -1.108011 -0.61 -1.62 -0.02
C -4.644090 -0.229319 -1.760353 -1.56 1.14 -0.41
C -3.418776 0.040577 -2.269194 2.04 2.41 -0.15
C -2.766488 -0.892308 -2.991564 1.65 -1.32 -0.86
C -3.279535 -2.133424 -3.265152 -1.65 1.25 0.56
O -2.560774 -2.987302 -3.998126 0.39 -1.71 -0.68
C -4.645353 -2.358882 -2.907269 3.70 0.16 -0.62
C -5.285126 -1.392698 -2.194722 -2.14 0.09 1.09
H -4.656749 1.456311 -0.914716 0.01 0.56 -0.08
H -2.878280 1.054485 -2.282865 -1.26 -1.34 0.71
H -1.770115 -0.738132 -3.381574 0.12 0.48 0.05
H -1.609675 -2.785798 -4.020862 -0.57 0.24 0.26
H -4.965301 -3.324377 -3.157039 -1.32 -0.99 -0.33
H -6.370538 -1.565850 -2.017630 0.93 0.41 0.30
O 2.567247 4.919048 -1.452696 -3.25 -3.80 5.87
C 1.313042 5.389779 -1.099399 -1.05 -0.24 1.88
C 0.744293 6.454523 -1.776280 1.53 0.57 -3.22
C -0.441114 7.035537 -1.443702 -1.01 0.03 1.15
C -1.212461 6.649320 -0.376303 2.15 -2.82 0.32
O -2.309939 7.200837 0.112376 -0.79 -2.56 1.64
C -0.793715 5.468616 0.215172 2.34 -1.26 1.25
C 0.516796 4.878533 0.017778 -0.75 0.82 -1.97
H 2.878945 5.366031 -2.128766 2.29 3.60 -5.22
H 1.189003 6.851359 -2.800152 -0.52 -0.95 2.33
H -0.920700 7.760385 -1.994495 -0.24 1.92 -1.76
H -2.446927 8.009476 -0.255250 -0.80 3.72 -1.67
H -1.406749 5.029129 0.997959 0.08 0.09 0.00
H 0.777765 3.979008 0.612466 0.02 0.80 -0.58
O 2.178907 -1.131030 7.188801 2.66 0.33 2.78
C 1.135008 -1.381009 6.472928 -2.84 -0.16 -3.91
C 0.360419 -2.544550 6.732006 -0.25 4.65 -4.64
C -0.670266 -2.916062 5.842582 0.17 -0.74 1.73
C -0.916796 -2.213861 4.674273 2.68 1.56 1.94
O -1.837120 -2.554518 3.809046 -3.33 -1.39 1.33
C -0.140678 -1.028423 4.415633 -0.54 0.84 1.08
C 0.827735 -0.532252 5.279071 -0.85 -3.07 2.16
H 2.707242 -0.380052 6.914723 -0.22 0.14 -0.31
H 0.520224 -3.245612 7.406586 1.33 -2.41 3.63
H -1.153995 -3.806739 6.369388 -0.19 1.06 -2.11
H -1.466195 -2.447542 2.990244 1.01 0.34 -3.58
H -0.488000 -0.240591 3.724618 0.01 -1.11 -0.30
H 1.185047 0.478963 5.142478 0.45 -0.10 0.08
O 0.196365 -3.577267 0.807127 -6.04 1.90 0.94
C -0.745818 -4.407367 0.210381 2.32 -3.44 1.09
C -0.517945 -5.846577 0.152284 -0.53 2.72 -0.20
C -1.378431 -6.684701 -0.506640 3.04 -0.64 0.77
C -2.472437 -6.168467 -1.042129 -5.92 1.58 -2.32
O -3.358917 -7.070977 -1.683683 -0.23 1.79 -0.56
C -2.901259 -4.818049 -0.939216 2.14 0.03 2.04
C -1.917427 -3.982543 -0.230854 -2.42 -5.80 -2.90
H 0.999084 -3.891703 0.618559 5.25 -2.00 -1.11
H 0.325468 -6.220303 0.637091 1.44 -0.62 0.57
H -1.085132 -7.705436 -0.732110 -0.33 -0.02 0.38
H -3.990170 -6.458996 -2.160528 0.87 -1.37 0.68
H -3.932532 -4.349037 -1.180100 2.06 -1.20 0.14
H -2.218023 -3.088545 -0.207852 -1.73 7.34 0.58
O 0.600801 -0.707632 -3.128453 0.00 1.12 -1.03
C 1.029745 0.367747 -4.008048 0.09 -1.80 3.24
C 1.812972 -0.149952 -5.023692 -0.27 7.26 -1.62
C 2.349920 0.860725 -5.915690 -0.69 -0.50 1.15
C 2.250919 2.248137 -5.599398 0.02 -2.58 -0.18
O 2.810941 3.158854 -6.419502 0.36 1.10 -0.32
C 1.641197 2.676968 -4.434166 -0.19 -0.37 0.79
C 0.947871 1.724816 -3.627413 1.95 -0.23 -1.24
H 0.413529 -0.514907 -2.184976 0.06 0.62 -0.49
H 1.830433 -1.112481 -5.252930 0.32 -4.10 -0.69
H 2.850847 0.572904 -6.851030 -0.13 0.07 0.50
H 3.523165 2.775441 -6.937181 -0.06 -0.16 -0.03
H 1.899109 3.718842 -4.151510 -0.85 -0.75 0.06
H 0.720777 1.933624 -2.597788 -0.67 0.30 0.11
O -2.838333 0.746450 3.247066 -1.53 -1.37 -1.31
C -2.224196 1.623736 4.032121 1.08 2.30 0.47
C -1.383920 2.614505 3.377487 0.21 -1.57 1.62
C -0.625382 3.464080 4.246793 0.02 -1.32 -3.31
C -0.694299 3.170530 5.577901 2.36 3.32 1.17
O -0.006626 4.063375 6.380823 1.03 0.19 0.85
C -1.373762 2.216971 6.198914 -3.17 -1.68 -0.58
C -2.316752 1.543882 5.426885 0.16 -2.15 -0.53
H -3.557145 0.208865 3.655131 1.03 0.72 -0.05
H -1.153491 2.373455 2.311116 -0.47 1.08 0.93
H 0.162527 4.157387 3.821654 -1.28 -0.71 0.82
H 0.162312 3.694123 7.273332 -0.31 0.24 -0.90
H -1.357042 2.116632 7.252255 0.10 -0.13 0.87
H -2.927069 0.667233 5.794945 0.69 1.23 -0.05
O 2.697495 -4.477974 0.010939 0.96 -1.85 -0.34
C 3.301357 -3.980098 -1.122224 0.74 0.39 -2.18
C 3.034679 -2.632088 -1.522042 0.27 0.31 0.06
C 3.578187 -2.085926 -2.691700 1.42 -2.86 -2.25
C 4.311978 -3.027409 -3.588399 -1.31 -0.27 3.38
O 4.645211 -2.601870 -4.804021 0.52 0.73 -1.88
C 4.635702 -4.322208 -3.143799 -2.57 1.87 2.58
C 4.119663 -4.844838 -1.924616 -0.98 2.07 1.15
H 2.978064 -5.442878 -0.034339 -0.86 1.61 0.68
H 2.388469 -1.975063 -0.908918 0.40 -0.60 -0.19
H 3.475072 -1.098325 -3.179124 -0.45 -0.48 1.05
H 4.813096 -3.293950 -5.476081 -0.13 0.31 1.03
H 5.212215 -4.922805 -3.708994 1.91 -1.94 -2.06
H 4.316405 -5.840986 -1.460084 0.14 0.70 -1.02
C -0.270897 0.951160 0.439000 1.72 2.90 -7.35
O -0.207515 -0.299925 -0.316929 -0.04 0.91 1.88
H -1.146347 1.540939 0.006991 0.92 -0.71 1.20
H 0.727837 1.613081 0.127530 -2.39 -1.53 0.93
H -0.206770 0.777237 1.416488 -0.26 -0.52 3.96
H 0.008042 -0.823019 0.466800 0.29 -1.29 -0.96
C -3.946835 3.313018 0.181514 -3.10 -1.37 3.66
O -4.922691 3.544597 -0.777743 -1.71 0.35 -1.65
H -3.479768 4.228379 0.248110 2.57 1.23 0.64
H -3.461154 2.320671 0.216591 0.54 0.80 -1.34
H -4.502800 3.120271 1.187746 0.81 0.76 -0.97
H -5.461238 4.359939 -0.578438 1.15 -1.49 -0.06
C 3.152416 -1.399941 1.994827 0.55 2.67 5.41
O 2.644571 -0.360505 1.238078 1.15 0.63 -1.59
H 3.411199 -2.152595 1.426263 1.80 -4.02 -2.99
H 2.512591 -1.844917 2.764270 -0.86 0.58 -0.36
H 4.036927 -1.066167 2.678582 -0.94 -0.41 -1.36
H 3.426978 -0.220449 0.604830 -1.87 0.60 1.05
C 3.886393 1.719531 -1.200481 -1.28 4.76 2.29
O 4.599600 1.319508 -0.019621 -0.55 -1.38 -2.10
H 4.078355 1.174351 -2.024231 0.79 -2.35 -2.37
H 4.012254 2.813939 -1.500628 1.15 -1.14 0.41
H 2.812029 1.915986 -1.071533 -0.24 -1.38 0.49
H 4.701516 2.072280 0.516395 0.15 1.37 1.11
```
Forces are in eV/Å.

---

# 2
Here is a molecular structure, C46H59MnN2OP2SSi at a distorted geometry from OMol25. Energies are from ωB97M-V/def2-TZVPD.

frontier orbital gap (spin up / spin down) = 5.887 / 6.229 eV
charge = -1
LUMO energy (spin up / spin down) = 0.079 / 0.079 Eh
2S+1 = 2
electronic energy = -4494.3380 a.u.

XYZ file:
```
113
Properties=species:S:1:pos:R:3:forces:R:3
Mn -1.016535 -0.884635 -0.011582 -1.17 -0.31 0.45
C 1.516236 0.143808 2.473830 -0.02 0.04 0.04
Si 0.293318 0.609209 1.097156 0.27 -0.18 0.13
C -0.770641 2.049760 1.774119 0.03 0.10 0.01
C -0.271058 3.271131 2.232824 -0.06 0.02 -0.02
C -1.124536 4.320448 2.545666 0.03 -0.03 -0.01
C -2.498304 4.162265 2.397096 -0.03 -0.03 -0.02
C -3.013071 2.949116 1.959926 0.03 -0.01 -0.01
C -2.154789 1.892144 1.659607 0.02 -0.01 0.10
P -2.605965 0.138506 1.179452 -0.11 0.54 -0.15
C -3.084445 -0.334119 2.938002 0.04 -0.13 -0.01
C -4.545007 -0.083993 3.316158 0.01 0.09 0.00
C -4.753677 -0.234560 4.824072 0.00 0.03 0.02
C -4.270675 -1.586354 5.340043 -0.02 -0.03 -0.02
C -2.820650 -1.833494 4.934124 0.00 0.03 0.01
C -2.665794 -1.720826 3.418742 -0.06 0.00 -0.01
C -2.961139 -2.088729 0.123308 0.65 0.07 -0.32
C -4.322060 -2.770022 0.052720 0.01 0.00 0.02
C -4.177330 -4.294073 -0.211377 0.01 0.03 0.00
C -2.913572 -4.602267 -1.017353 0.01 0.02 -0.01
C -1.641972 -4.227095 -0.230080 -0.07 -0.02 -0.03
C -1.947860 -3.052905 0.712047 0.25 -0.34 0.12
C 1.370374 1.473682 -0.219870 0.06 0.01 -0.03
C 2.546590 2.172632 0.061624 -0.01 -0.01 -0.03
C 3.301018 2.758476 -0.944847 -0.02 -0.01 0.00
C 2.881085 2.656489 -2.264741 -0.01 -0.01 0.01
C 1.714608 1.966752 -2.565239 -0.02 -0.03 0.02
C 0.960161 1.368209 -1.555715 0.03 0.02 -0.01
P -0.582434 0.394715 -1.842378 -0.11 0.00 -0.01
C -0.145637 -0.685434 -3.309226 -0.02 0.06 -0.08
C -1.015179 -1.957283 -3.314338 0.01 0.02 0.01
C -0.868726 -2.705431 -4.634004 0.03 -0.02 0.00
C -1.481637 -1.899441 -5.787995 -0.01 0.00 0.00
C -1.335358 -0.385986 -5.558661 -0.02 0.01 0.00
C -0.094394 -0.067213 -4.727768 0.04 -0.03 -0.01
C -1.706229 1.663956 -2.582573 0.00 0.04 -0.01
C -1.745672 2.938265 -1.713750 -0.01 0.01 -0.02
C -3.076416 3.690864 -1.860048 0.02 0.00 0.01
C -3.611061 3.550519 -3.281786 0.01 0.01 -0.01
C -4.005037 2.090452 -3.553051 0.01 -0.02 0.01
C -3.123535 1.113118 -2.760685 0.02 -0.01 -0.01
H 1.939789 1.016884 2.981151 0.01 -0.01 -0.02
H 2.335078 -0.446854 2.054901 -0.02 -0.01 0.00
H 1.018847 -0.467821 3.232107 -0.01 0.02 0.00
H 0.801535 3.420951 2.317042 0.00 -0.01 -0.01
H -0.722006 5.268481 2.884095 0.00 0.00 0.00
H -3.166335 4.987766 2.615522 0.00 0.00 0.00
H -4.083954 2.838104 1.829081 -0.01 0.00 0.00
H -2.493019 0.389093 3.510628 0.08 0.00 -0.01
H -5.186380 -0.792717 2.779606 0.01 -0.02 0.05
H -4.853578 0.920689 3.017981 0.00 -0.03 -0.03
H -5.808483 -0.084460 5.070222 0.00 -0.01 0.00
H -4.197325 0.562345 5.331023 0.00 -0.01 0.00
H -4.896736 -2.378493 4.911824 0.00 0.01 0.00
H -4.388893 -1.645715 6.425235 0.01 0.02 0.00
H -2.489208 -2.817384 5.276105 -0.01 -0.01 -0.01
H -2.172655 -1.096066 5.421942 0.00 0.01 0.00
H -3.311909 -2.468991 2.952409 0.00 0.01 0.01
H -1.639806 -1.936799 3.115953 -0.02 0.04 0.06
H -2.659322 -1.929758 -0.940552 0.01 -0.09 0.03
H -4.923634 -2.330883 -0.748450 0.01 0.01 -0.03
H -4.898802 -2.628904 0.977676 -0.02 -0.02 0.00
H -5.064487 -4.668887 -0.729158 0.00 -0.01 0.01
H -4.129054 -4.830990 0.742179 0.02 0.01 0.01
H -2.950437 -4.035917 -1.953653 0.01 0.01 0.00
H -2.885670 -5.657493 -1.300962 -0.01 0.00 0.01
H -0.832149 -3.964393 -0.912109 0.01 0.02 -0.02
H -1.285138 -5.085442 0.349148 -0.04 -0.02 0.01
H -0.988170 -2.576365 1.037166 0.14 0.06 -0.01
H -2.296261 -3.467396 1.658339 -0.15 0.08 -0.09
H 2.891696 2.247497 1.088140 -0.01 0.00 0.00
H 4.213761 3.291354 -0.703700 0.00 -0.01 0.00
H 3.463020 3.108488 -3.059389 -0.01 0.00 -0.01
H 1.409990 1.893569 -3.599812 -0.02 0.00 -0.03
H 0.866150 -0.998046 -3.040737 0.01 -0.05 -0.03
H -2.071581 -1.715911 -3.150198 0.00 0.01 -0.04
H -0.708611 -2.581499 -2.477484 -0.01 -0.02 0.03
H -1.333855 -3.692314 -4.572824 -0.01 0.01 0.01
H 0.196808 -2.880270 -4.817088 0.00 0.01 0.00
H -2.541608 -2.149833 -5.886466 0.00 0.00 0.00
H -1.008761 -2.185182 -6.731593 0.01 0.01 0.00
H -2.219749 0.002269 -5.049283 0.03 -0.01 0.00
H -1.286931 0.138549 -6.516250 0.01 -0.01 0.00
H 0.057251 1.010087 -4.704816 -0.01 0.01 0.01
H 0.778818 -0.476890 -5.247653 0.01 0.02 0.00
H -1.312983 1.926379 -3.571389 0.00 0.02 0.04
H -0.910791 3.586128 -1.994253 -0.01 0.00 -0.02
H -1.592302 2.684200 -0.664088 0.00 -0.01 0.03
H -2.936594 4.740308 -1.590357 0.00 0.00 0.00
H -3.809362 3.282567 -1.156898 -0.01 -0.02 -0.01
H -2.829869 3.866289 -3.982621 0.00 0.00 0.00
H -4.464983 4.209782 -3.454767 0.00 0.00 0.02
H -3.938548 1.880459 -4.625675 0.02 0.00 0.00
H -5.045917 1.932128 -3.260793 -0.01 -0.01 -0.01
H -3.117463 0.135022 -3.245690 -0.01 0.00 0.00
H -3.545886 0.952867 -1.771956 0.00 0.03 -0.01
O -6.267960 0.882602 -0.771422 -0.04 -0.02 0.00
S -5.490072 0.190386 0.245005 0.17 0.17 -0.01
N -4.085129 0.663093 0.383465 0.04 -0.25 0.09
N 7.730675 -3.742843 -3.808891 0.01 -0.01 -0.01
C 6.733603 -3.461861 -3.307312 -0.07 0.03 0.04
C 5.489435 -3.111481 -2.680727 0.03 -0.03 -0.03
C 4.575467 -4.107140 -2.332858 -0.02 -0.02 0.01
C 3.377695 -3.771768 -1.734458 0.01 0.01 0.02
C 3.055353 -2.432242 -1.464265 0.02 0.11 0.01
C 3.986203 -1.440935 -1.821390 0.01 0.01 -0.02
C 5.183960 -1.774740 -2.420323 -0.02 0.04 0.01
C 1.816525 -2.058360 -0.878665 0.00 -0.30 0.14
C 0.718525 -1.710705 -0.459771 0.06 0.30 -0.32
H 4.812945 -5.143150 -2.536955 0.00 0.00 0.00
H 2.666659 -4.541797 -1.466688 0.00 0.00 0.00
H 3.740761 -0.404214 -1.623014 0.00 0.01 0.01
H 5.891286 -1.002242 -2.692962 0.00 0.00 0.00
```
Forces are in eV/Å.